Formula: C37H97N3O12
Source: the OMol25 dataset
Level of theory: the ωB97M-V functional and the def2-TZVPD basis

Computed properties:
* relative energy (zero: lowest compared OMol25 entry of this formula, charge and spin): 0.0 kcal per mole
* net charge: 0
* HOMO-LUMO gap: 9.27 eV
* multiplicity: 1

The geometry in XYZ format:
```
149
C37H97N3O12 (the ωB97M-V functional and the def2-TZVPD basis)
C 3.510 5.745 -4.996
O 3.631 4.358 -4.990
C 4.919 3.907 -5.395
C 4.988 2.382 -5.302
C 4.090 1.630 -6.279
N 4.485 1.981 -3.947
H 2.498 6.117 -5.148
H 4.014 6.188 -5.877
H 4.048 6.185 -4.145
H 5.175 4.334 -6.371
H 5.613 4.348 -4.663
H 6.002 1.990 -5.380
H 3.022 1.820 -6.207
H 4.270 0.579 -6.039
H 4.412 1.732 -7.318
H 3.545 2.380 -3.938
H 4.912 2.585 -3.242
C -4.024 1.742 1.178
O -4.391 3.090 1.435
C -5.591 3.182 2.176
C -5.428 3.156 3.697
N -4.341 4.115 4.002
C -4.151 4.325 5.422
C -3.676 3.062 6.171
O -2.602 2.502 5.431
C -2.160 1.291 6.008
H -3.728 1.279 2.120
H -3.179 1.790 0.488
H -4.774 1.201 0.594
H -6.236 2.355 1.855
H -6.138 4.083 1.897
H -5.203 2.116 3.958
H -6.293 3.554 4.226
H -3.485 3.638 3.719
H -5.072 4.721 5.862
H -3.421 5.098 5.683
H -4.522 2.363 6.145
H -3.363 3.218 7.206
H -1.371 1.554 6.729
H -1.559 0.726 5.295
H -2.944 0.679 6.450
C -1.740 -1.989 4.654
O -0.941 -1.954 3.483
C -1.555 -2.562 2.373
C -0.626 -2.373 1.200
N -0.694 -1.033 0.644
C 0.374 -0.697 -0.296
C -0.115 -0.673 -1.730
O 1.025 -0.432 -2.520
C 0.775 -0.431 -3.919
H -1.243 -1.360 5.387
H -1.845 -2.985 5.086
H -2.714 -1.542 4.440
H -2.485 -2.065 2.067
H -1.662 -3.647 2.486
H -0.973 -3.089 0.438
H 0.373 -2.791 1.399
H -0.664 -0.393 1.430
H 1.274 -1.298 -0.142
H 0.685 0.339 -0.135
H -0.849 0.140 -1.808
H -0.653 -1.574 -2.055
H 0.491 -1.449 -4.198
H 1.701 -0.212 -4.453
H 0.057 0.348 -4.160
C 1.400 0.308 3.695
C 2.129 0.461 5.017
C 1.641 -0.554 6.045
O 3.530 0.235 4.751
H 1.639 1.036 2.920
H 0.317 0.341 3.863
H 1.535 -0.685 3.259
H 1.984 1.466 5.423
H 0.573 -0.464 6.218
H 2.214 -0.522 6.972
H 1.838 -1.564 5.671
H 3.838 0.979 4.223
C -3.713 -4.406 9.432
C -2.897 -3.842 8.254
C -1.532 -4.531 8.161
O -3.582 -3.930 7.017
H -3.093 -4.325 10.322
H -3.842 -5.485 9.285
H -4.714 -3.983 9.487
H -2.738 -2.783 8.453
H -1.582 -5.358 7.458
H -1.065 -4.835 9.100
H -0.815 -3.755 7.869
H -3.842 -4.842 6.851
C -2.409 2.321 -6.311
C -1.221 1.393 -6.721
C 0.044 1.995 -6.222
O -1.433 0.061 -6.270
H -2.637 2.203 -5.252
H -3.289 2.061 -6.907
H -2.190 3.357 -6.568
H -1.361 1.314 -7.806
H 0.295 2.747 -6.974
H 0.874 1.278 -6.273
H 0.163 2.386 -5.212
H -2.334 -0.251 -6.382
C 2.539 4.368 -0.591
C 2.608 3.805 0.800
C 1.215 3.435 1.338
O 3.471 2.669 0.862
H 3.507 4.573 -1.058
H 2.100 5.371 -0.587
H 1.951 3.785 -1.303
H 3.060 4.597 1.406
H 0.859 2.603 0.735
H 0.562 4.305 1.352
H 1.392 3.130 2.370
H 3.972 2.669 1.679
C 0.445 -2.900 -8.510
C 1.858 -2.365 -8.305
C 2.322 -2.592 -6.863
O 2.809 -3.043 -9.143
H 0.388 -3.987 -8.418
H -0.046 -2.540 -9.412
H -0.161 -2.528 -7.676
H 1.903 -1.323 -8.623
H 1.642 -2.104 -6.155
H 3.306 -2.164 -6.690
H 2.252 -3.657 -6.634
H 2.728 -3.984 -8.951
C 4.280 -1.146 1.254
C 4.167 -2.431 2.078
C 5.323 -3.367 1.780
O 4.276 -2.162 3.482
H 3.796 -0.274 1.690
H 3.815 -1.361 0.290
H 5.342 -0.937 1.120
H 3.225 -2.955 1.867
H 5.243 -3.807 0.779
H 5.405 -4.252 2.413
H 6.262 -2.819 1.874
H 3.965 -1.260 3.677
C -2.238 -4.500 -2.644
C -3.391 -3.776 -3.307
C -4.427 -3.172 -2.364
O -2.938 -2.655 -4.079
H -1.630 -5.125 -3.308
H -2.614 -5.173 -1.874
H -1.508 -3.744 -2.339
H -3.850 -4.448 -4.044
H -5.167 -2.645 -2.970
H -4.004 -2.501 -1.620
H -5.065 -3.896 -1.847
H -2.145 -2.922 -4.559
```


Formula: C5H7NS
Source: the OMol25 dataset
Level of theory: the ωB97M-V functional and the def2-TZVPD basis

Computed properties:
* relative energy (zero: lowest compared OMol25 entry of this formula, charge and spin): 96.7 kcal per mole
* net charge: 0
* HOMO-LUMO gap: 8.39 eV
* multiplicity: 1

The geometry in XYZ format:
```
14
C5H7NS (the ωB97M-V functional and the def2-TZVPD basis)
N 0.924 -2.211 -0.537
C 1.399 -1.308 0.101
C 1.529 -0.264 0.855
C 1.519 1.225 0.856
C 2.118 0.414 2.003
H 1.536 -2.834 -1.046
H 0.576 1.651 0.940
H 2.270 1.821 0.255
H 3.194 0.268 2.006
H 1.683 0.330 2.964
C -2.307 -0.116 0.241
S -3.123 0.469 -1.009
H -1.348 -0.436 0.307
H -2.887 0.050 1.154
```


Formula: C4H49N2O21P
Source: the OMol25 dataset
Level of theory: the ωB97M-V functional and the def2-TZVPD basis

Computed properties:
* relative energy (zero: lowest compared OMol25 entry of this formula, charge and spin): 53.2 kcal per mole
* net charge: 0
* HOMO-LUMO gap: 7.55 eV
* multiplicity: 1

The geometry in XYZ format:
```
77
C4H49N2O21P (the ωB97M-V functional and the def2-TZVPD basis)
C -1.947 1.162 2.106
C -1.360 -0.304 1.793
C -2.018 -1.073 0.539
C -2.054 -0.244 -0.842
N -0.981 -0.762 -1.791
P 0.524 -0.075 -1.119
O 1.174 1.143 -2.242
N 1.233 2.393 -1.594
O 0.614 2.327 -0.566
H -2.861 1.137 2.804
H -2.147 1.810 1.192
H -1.133 1.717 2.713
H -1.601 -0.945 2.726
H -0.221 -0.239 1.724
H -3.056 -1.483 0.770
H -1.347 -1.993 0.340
H -3.109 -0.362 -1.332
H -1.869 0.874 -0.742
H -0.950 -1.791 -1.777
H 1.484 -1.158 -0.961
O 0.471 3.759 -4.804
H 0.496 3.428 -3.898
H 0.328 2.968 -5.338
O 1.894 -2.075 1.041
H 2.571 -1.695 1.619
H 2.389 -2.670 0.463
O 3.776 -1.762 3.493
H 3.250 -2.345 4.057
H 3.556 -0.876 3.805
O 4.109 4.402 -0.255
H 3.737 4.756 -1.074
H 3.533 3.659 -0.040
O 2.607 -0.816 -3.813
H 1.999 -0.374 -3.202
H 2.068 -0.988 -4.595
O -4.867 0.565 -0.981
H -5.487 0.999 -0.377
H -5.394 0.396 -1.772
O -2.254 -3.701 -1.499
H -2.629 -3.280 -2.283
H -2.793 -4.492 -1.377
O 6.623 -2.898 4.024
H 7.472 -2.625 3.656
H 6.049 -2.132 3.883
O 1.679 -4.937 0.132
H 1.073 -4.495 0.743
H 1.139 -5.108 -0.651
O 2.772 4.966 -7.002
H 2.237 4.475 -6.363
H 2.597 5.890 -6.790
O 1.467 -5.000 3.431
H 1.525 -5.383 2.546
H 2.361 -5.094 3.784
O 1.799 -1.853 5.415
H 1.094 -2.462 5.158
H 1.678 -1.743 6.366
O 2.924 -6.919 4.609
H 2.219 -7.528 4.359
H 2.808 -6.805 5.561
O 6.660 5.448 -1.743
H 5.961 5.412 -1.078
H 6.942 4.530 -1.833
O 3.816 -4.637 -1.658
H 3.904 -3.698 -1.864
H 3.272 -4.654 -0.856
O -5.591 2.911 0.267
H -4.739 3.191 -0.090
H -6.167 3.673 0.121
O -7.070 5.756 -0.571
H -7.499 6.143 -1.346
H -6.633 6.504 -0.146
O -5.107 -0.030 2.059
H -5.010 0.757 1.509
H -4.287 -0.516 1.911
O -6.888 5.776 -3.313
H -6.815 5.402 -4.199
H -6.000 5.687 -2.946
```


Formula: C17H24AuClIN5O2
Source: the OMol25 dataset
Level of theory: the ωB97M-V functional and the def2-TZVPD basis

Computed properties:
* relative energy (zero: lowest compared OMol25 entry of this formula, charge and spin): 7.7 kcal per mole
* net charge: +2
* HOMO-LUMO gap (spin up / spin down): 7.56 / 6.24 eV
* multiplicity: 3

The geometry in XYZ format:
```
51
C17H24AuClIN5O2 (the ωB97M-V functional and the def2-TZVPD basis)
Au 0.577 -0.400 -0.611
Cl 0.779 6.196 2.168
C 0.489 4.534 1.969
C -0.157 3.842 2.976
C -0.415 2.486 2.859
I -1.353 1.479 4.370
C -0.021 1.754 1.680
O -0.211 0.537 1.554
C 0.649 2.522 0.599
N 1.000 1.860 -0.519
C 1.628 2.501 -1.494
C 1.942 3.857 -1.412
C 1.579 4.555 -0.288
C 0.915 3.885 0.753
H -0.458 4.381 3.864
H 1.891 1.922 -2.370
H 2.455 4.339 -2.231
H 1.801 5.609 -0.197
C 4.514 -2.305 2.375
N 3.523 -1.460 1.694
C 2.641 -0.608 2.491
C 3.402 -1.494 0.394
O 2.586 -0.805 -0.275
H 5.010 -1.715 3.141
H 5.256 -2.640 1.656
H 4.028 -3.163 2.835
H 2.932 -0.696 3.534
H 1.603 -0.920 2.385
H 2.744 0.429 2.172
H 4.094 -2.146 -0.142
C -2.403 -3.752 -1.412
N -2.098 -2.441 -0.830
C -1.421 -2.476 0.455
C -2.141 -1.317 -1.566
N -1.291 -0.311 -1.336
N -3.068 -1.196 -2.529
C -4.405 -1.789 -2.400
C -2.927 -0.198 -3.584
H -1.521 -4.388 -1.334
H -2.656 -3.647 -2.461
H -3.231 -4.227 -0.886
H -1.831 -3.301 1.034
H -1.576 -1.550 1.003
H -0.343 -2.682 0.350
H -1.572 0.570 -1.736
H -4.519 -2.240 -1.419
H -4.581 -2.538 -3.171
H -5.143 -0.994 -2.501
H -1.886 -0.113 -3.890
H -3.308 0.780 -3.275
H -3.504 -0.527 -4.445
```


Formula: C4H5NO
Source: the OMol25 dataset
Level of theory: the ωB97M-V functional and the def2-TZVPD basis

Computed properties:
* relative energy (zero: lowest compared OMol25 entry of this formula, charge and spin): 71.3 kcal per mole
* net charge: 0
* HOMO-LUMO gap: 9.08 eV
* multiplicity: 1

The geometry in XYZ format:
```
11
C4H5NO (the ωB97M-V functional and the def2-TZVPD basis)
C 2.008 0.537 -0.117
N 0.749 0.775 0.687
C -0.073 0.220 0.011
C -1.139 -0.338 -0.505
C -2.121 -0.701 0.492
O -2.000 -0.565 1.694
H 2.641 0.839 0.675
H 2.157 -0.499 -0.480
H 2.096 1.272 -0.936
H -1.280 -0.442 -1.552
H -3.038 -1.097 0.031
```


Formula: C6H15NO
Source: the OMol25 dataset
Level of theory: the ωB97M-V functional and the def2-TZVPD basis

Computed properties:
* relative energy (zero: lowest compared OMol25 entry of this formula, charge and spin): 41.7 kcal per mole
* net charge: 0
* HOMO-LUMO gap: 9.60 eV
* multiplicity: 1

The geometry in XYZ format:
```
23
C6H15NO (the ωB97M-V functional and the def2-TZVPD basis)
C 1.736 -0.888 0.831
C 1.028 -0.845 2.152
C 1.463 -1.460 3.234
O 0.793 -1.382 4.426
H 1.802 0.103 0.380
H 2.753 -1.261 0.939
H 1.188 -1.521 0.131
H 0.087 -0.311 2.208
H 2.405 -2.002 3.229
H 1.072 -2.085 5.019
C -2.076 -0.566 -1.669
C -1.699 0.862 -2.024
C -0.355 1.270 -1.432
N 0.165 2.458 -2.119
H -2.007 -0.737 -0.595
H -1.410 -1.277 -2.162
H -3.092 -0.803 -1.985
H -1.622 1.013 -3.104
H -2.490 1.539 -1.688
H 0.332 0.445 -1.620
H -0.428 1.410 -0.346
H 0.925 2.884 -1.603
H -0.568 3.153 -2.202
```